# 1
Formula: C5H5NO2
Source: the OMol25 dataset
Level of theory: wB97M-V/def2-TZVPD

The geometry in XYZ format:
```
13
C5H5NO2, DFT wB97M-V/def2-TZVPD
N 1.0468 2.3530 2.5895
C 1.2143 1.3106 1.8732
C 0.7489 -0.0087 1.2759
O -0.8306 0.0815 0.9798
C -0.7408 0.3027 -0.3391
C -1.1188 -0.5067 -1.6339
C 0.4129 -0.5831 -0.9645
O 1.4654 -0.1016 -0.1124
H 1.1225 -0.7350 1.8756
H -0.2231 1.3715 -0.9285
H -1.5629 -0.1914 -2.8081
H -1.6064 -1.7130 -1.3339
H 0.0717 -1.5800 -0.4736
```

net charge: 0
lowest unoccupied orbital energy: -0.35 eV
E_tot: -10840.371 eV
SMILES string: N#CC1O[C@@H]2C[C@H]2O1
ΔE to the lowest compared entry with this formula, charge and spin: 1055.96 kJ/mol
largest force on an atom: 10.58 eV/A
highest occupied orbital energy: -9.598 eV

These are the Löwdin partial charges, in e, on atoms 1 to 6: 0.15, -0.06, -0.11, 0.01, -0.41, -0.01

***

# 2
Formula: C2FN3
Source: the OMol25 dataset
Level of theory: wB97M-V/def2-TZVPD

The geometry in XYZ format:
```
6
C2FN3, DFT wB97M-V/def2-TZVPD
C -1.0533 -0.2489 -0.0200
C 0.2435 0.1856 0.0663
N -2.1605 -0.5652 -0.0804
N 1.0389 1.1341 0.6090
N 0.8235 1.2511 -0.5753
F 1.1079 -1.7566 0.0004
```

net charge: 0
lowest unoccupied orbital energy (alpha / beta): -2.44 / -2.44 eV
E_tot: -9255.255 eV
ΔE to the lowest compared entry with this formula, charge and spin: 317.81 kJ/mol
largest force on an atom: 4.05 eV/A
highest occupied orbital energy (alpha / beta): -12.190 / -12.193 eV

Here is what Löwdin gives for the atomic charges, in e: -0.16, -0.23, 0.23, 0.24, 0.25, -0.34

***

# 3
Formula: CH3BrClN
Source: the OMol25 dataset
Level of theory: wB97M-V/def2-TZVPD

The geometry in XYZ format:
```
7
CH3BrClN, DFT wB97M-V/def2-TZVPD
C -0.4139 -0.2910 -0.3474
N -0.1945 0.4484 0.8258
Cl 1.0814 -0.8930 -1.1899
Br 0.4690 2.1107 0.5395
H -1.0123 0.2615 -0.9926
H -0.9730 -1.2217 -0.3374
H 1.0432 -0.4148 1.5020
```

net charge: 0
lowest unoccupied orbital energy: -0.88 eV
E_tot: -85136.683 eV
ΔE to the lowest compared entry with this formula, charge and spin: 388.15 kJ/mol
largest force on an atom: 5.66 eV/A
highest occupied orbital energy: -9.547 eV

These are the Löwdin partial charges, in e, on atoms 1 to 6: -0.82, -0.64, 0.47, 0.63, 0.04, 0.06

***

# 4
Formula: C45H90O45
Source: the OMol25 dataset
Level of theory: wB97M-V/def2-TZVPD

The geometry in XYZ format:
```
180
C45H90O45, DFT wB97M-V/def2-TZVPD
C -2.5620 -2.7063 3.0024
O -1.9816 -1.6407 3.7617
C -1.5679 -2.0296 4.9657
O -1.6948 -3.0491 5.5700
O -0.8278 -1.0064 5.5103
C -0.1480 -1.3058 6.7418
H -3.3472 -3.2087 3.5359
H -1.7365 -3.3262 2.6136
H -3.0079 -2.1805 2.1770
H -0.7896 -1.8892 7.4222
H 0.1482 -0.3617 7.2315
H 0.7703 -1.9366 6.4472
C 2.8661 1.4231 2.8128
O 2.2647 1.5176 4.0748
C 2.1434 2.7309 4.6386
O 2.5995 3.7470 4.1466
O 1.5586 2.6158 5.8102
C 1.7086 3.7259 6.7430
H 2.1514 1.9156 2.1527
H 2.9891 0.3793 2.5860
H 3.8341 1.9141 2.7698
H 2.6849 3.6249 7.2272
H 0.8967 3.5296 7.4083
H 1.6047 4.6921 6.2966
C -8.1462 2.4369 -0.8306
O -7.1745 3.4469 -0.5329
C -6.6143 3.2423 0.6708
O -6.7339 2.2348 1.3623
O -5.7995 4.3012 0.9464
C -5.2475 4.3255 2.3215
H -8.7420 2.2168 0.0571
H -7.6909 1.4846 -1.1783
H -8.8633 2.7705 -1.5797
H -4.2449 4.6247 2.2873
H -5.3715 3.3293 2.8287
H -5.7600 5.0058 3.0230
C -0.1515 5.2902 2.8962
O -1.5522 5.7914 2.8318
C -2.0611 6.0873 4.0866
O -1.4234 5.9993 5.0892
O -3.3182 6.6171 3.9911
C -3.9646 7.1129 5.1917
H 0.4200 6.0520 3.3892
H 0.1263 5.2809 1.8197
H 0.0764 4.4023 3.3856
H -3.8426 8.2080 5.1498
H -3.3783 6.8341 6.1080
H -4.9914 6.6914 5.2623
C 4.1641 1.9856 -4.1781
O 4.4542 3.2818 -3.6216
C 3.4514 3.7913 -2.9548
O 2.3259 3.2319 -2.8061
O 3.7575 4.9557 -2.3581
C 2.7628 5.2407 -1.3663
H 3.3887 2.0270 -4.9380
H 3.7982 1.4093 -3.3337
H 5.1055 1.5777 -4.6159
H 1.8691 5.6061 -1.9119
H 3.2150 6.0447 -0.8073
H 2.5402 4.3412 -0.8218
C 5.3154 0.8275 -0.3852
O 5.9661 0.3614 -1.6035
C 5.2421 -0.5530 -2.2926
O 4.1377 -0.9353 -2.0096
O 5.9899 -0.9977 -3.2425
C 5.3115 -2.0227 -4.1043
H 4.5137 1.5760 -0.6991
H 6.1498 1.2747 0.0596
H 4.8384 0.0814 0.2492
H 6.0684 -2.2539 -4.8819
H 4.3911 -1.5920 -4.4982
H 5.1018 -2.9500 -3.5894
C 3.2902 -7.1401 -3.7109
O 4.0976 -5.9471 -3.3129
C 3.7215 -5.4855 -2.1115
O 2.8714 -5.8595 -1.3750
O 4.4861 -4.4346 -1.8598
C 4.2819 -3.8347 -0.5832
H 3.5766 -7.3760 -4.7470
H 2.2335 -6.8840 -3.6501
H 3.5334 -7.9077 -2.9708
H 3.2024 -3.8060 -0.3626
H 4.6436 -2.7940 -0.6188
H 4.8114 -4.2906 0.2263
C -1.2546 -5.9124 -2.1757
O -2.3093 -5.5607 -1.2661
C -2.4937 -4.3717 -0.7427
O -3.2696 -4.1738 0.0974
O -1.7966 -3.4416 -1.4046
C -2.0705 -2.0712 -1.0042
H -1.5096 -5.5175 -3.1383
H -1.0710 -6.9373 -2.2825
H -0.3147 -5.4790 -1.8842
H -2.9343 -1.7307 -1.5535
H -1.2518 -1.4968 -1.3063
H -2.3337 -2.0170 0.0759
C -4.9780 0.8524 3.8637
O -4.2372 0.6449 5.0942
C -3.6258 1.8167 5.5155
O -3.6793 2.8848 4.9960
O -2.9563 1.4989 6.6006
C -2.0604 2.5466 7.1610
H -5.8450 1.5275 4.0371
H -5.3142 -0.0836 3.4739
H -4.3704 1.3114 3.1303
H -1.1071 2.5921 6.6721
H -1.8343 2.3352 8.2117
H -2.5141 3.5276 6.9378
C 3.1317 -4.4504 -6.6913
O 2.6085 -3.7836 -5.4925
C 1.4413 -4.3451 -5.0820
O 0.8821 -5.1955 -5.7482
O 0.9340 -3.8185 -3.9835
C 1.5052 -2.7521 -3.2834
H 3.2262 -5.4995 -6.4531
H 4.1355 -4.0624 -6.7894
H 2.5949 -4.2391 -7.6490
H 1.3743 -2.9201 -2.1689
H 1.0326 -1.8278 -3.4228
H 2.5599 -2.7266 -3.4965
C 3.7049 -1.4117 -8.9497
O 2.6914 -0.4959 -8.7876
C 2.2766 -0.2529 -7.5419
O 2.9664 -0.4408 -6.6048
O 1.1300 0.4242 -7.5370
C 0.6803 0.8806 -6.2546
H 3.6191 -1.9455 -9.8805
H 3.7378 -2.0910 -8.0971
H 4.6777 -0.9433 -8.9915
H -0.0789 0.2006 -5.8986
H 0.2708 1.8849 -6.4011
H 1.5808 0.8900 -5.5828
C 1.4355 -0.0904 -0.7314
O 0.5793 0.8421 -0.1358
C 0.0346 0.4900 1.0331
O 0.0982 -0.5738 1.6042
O -0.6800 1.5248 1.5002
C -1.4616 1.2538 2.7159
H 1.1570 -1.1515 -0.5419
H 2.3973 -0.0814 -0.1632
H 1.6736 0.1968 -1.6999
H -2.1822 0.4542 2.4420
H -1.8662 2.2712 2.8096
H -0.8596 0.9581 3.5778
C -6.5397 -1.8445 0.4906
O -5.9695 -0.8655 -0.3803
C -4.9371 -0.1973 0.0304
O -4.3090 -0.3884 1.0631
O -4.6770 0.7136 -0.9478
C -3.6493 1.6324 -0.5437
H -6.9099 -1.4323 1.4326
H -5.7997 -2.5857 0.7591
H -7.3080 -2.3964 -0.0084
H -2.6939 1.1537 -0.8749
H -3.5874 1.7896 0.5494
H -3.7765 2.5629 -1.1016
C -2.9916 -0.4055 -4.1955
O -2.9652 1.0664 -4.2952
C -1.8910 1.6604 -3.7028
O -0.8855 1.0584 -3.3165
O -2.1342 2.9207 -3.4937
C -1.0904 3.7224 -2.8531
H -2.2708 -0.8247 -3.5906
H -2.8611 -0.6849 -5.2678
H -3.9817 -0.5659 -3.7779
H -0.2163 3.7461 -3.4586
H -0.9085 3.2127 -1.9007
H -1.4844 4.7108 -2.5745
C 1.7193 -2.3036 3.3863
O 2.8185 -3.1854 3.4670
C 4.0039 -2.8171 2.8134
O 4.1185 -1.9818 2.0168
O 5.0452 -3.5842 3.1868
C 4.8673 -4.5795 4.1925
H 1.1100 -2.4616 2.5091
H 2.0232 -1.2742 3.4333
H 1.0886 -2.4860 4.2847
H 4.6773 -4.1270 5.1870
H 5.7757 -5.1463 4.2524
H 3.9968 -5.2405 4.0618
```

net charge: 0
lowest unoccupied orbital energy: 0.54 eV
E_tot: -140259.404 eV
ΔE to the lowest compared entry with this formula, charge and spin: 322.83 kJ/mol
largest force on an atom: 4.59 eV/A
highest occupied orbital energy: -10.580 eV

These are the Löwdin partial charges, in e, on atoms 1 to 6: -0.01, -0.02, -0.61, 0.14, -0.06, -0.05

***

# 5
Formula: C10H13ClN3O
Source: the OMol25 dataset
Level of theory: wB97M-V/def2-TZVPD

The geometry in XYZ format:
```
28
C10H13ClN3O, DFT wB97M-V/def2-TZVPD
C -2.3919 1.6337 0.6093
C -2.3431 0.4572 -0.3398
C -3.3986 -0.0835 -1.2023
N -1.1306 0.3717 -0.8652
C 0.0796 0.1824 -0.8494
N 0.6488 -0.6966 0.4932
N -0.3828 -1.3068 1.0403
O 1.7336 -1.4851 0.1867
C 2.9142 -0.7528 0.0419
C 3.2663 0.4661 0.6491
C 4.5746 0.9059 0.4389
C 5.6146 0.0809 -0.0981
Cl 7.1295 0.9287 -0.1487
C 5.2437 -1.1705 -0.4913
C 3.9038 -1.4892 -0.6023
H -3.2875 2.1640 0.4748
H -1.4943 2.1473 0.7206
H -2.6732 1.4248 1.5915
H -3.0129 -0.9319 -1.6609
H -3.6738 0.6324 -2.0569
H -4.2667 -0.1560 -0.5799
H 0.9650 0.4010 -1.3591
H -0.2204 -1.3500 2.0246
H -0.5469 -2.1796 0.5369
H 2.4653 0.9240 1.1351
H 4.6667 1.9242 0.8890
H 6.0826 -1.7802 -0.8780
H 3.7506 -2.4902 -1.0002
```

net charge: +1
lowest unoccupied orbital energy (alpha / beta): -4.96 / -4.97 eV
E_tot: -29608.502 eV
SMILES string: CC(C)=N/C=[N+](\N)Oc1ccc(Cl)cc1
ΔE to the lowest compared entry with this formula, charge and spin: 339.51 kJ/mol
largest force on an atom: 5.73 eV/A
highest occupied orbital energy (alpha / beta): -11.422 / -11.422 eV

These are the Löwdin partial charges, in e, on atoms 1 to 6: 0.04, -0.20, 0.02, 0.14, 0.13, -0.18

***

# 6
Formula: C7H8
Source: the OMol25 dataset
Level of theory: wB97M-V/def2-TZVPD

The geometry in XYZ format:
```
15
C7H8, DFT wB97M-V/def2-TZVPD
C -0.8619 2.2921 -0.1385
C 3.0212 0.7499 -0.0711
C -0.7245 1.0986 0.0680
C 1.9519 0.2284 -0.1119
C -0.5701 -0.9628 1.3646
C -0.6955 -0.9437 -1.2479
C -0.4789 -0.2772 0.0565
H -1.4136 3.2460 -0.0716
H 4.0575 1.0831 -0.1360
H -1.5935 -1.1406 1.6064
H -0.3633 -0.1440 2.0828
H 0.0973 -1.9008 1.5099
H -1.7718 -0.8723 -1.5677
H -0.3361 -0.4368 -2.1776
H -0.3187 -2.0200 -1.1658
```

net charge: 0
lowest unoccupied orbital energy (alpha / beta): -1.24 / -1.24 eV
E_tot: -7380.655 eV
ΔE to the lowest compared entry with this formula, charge and spin: 780.77 kJ/mol
largest force on an atom: 4.67 eV/A
highest occupied orbital energy (alpha / beta): -8.933 / -8.937 eV

These are the Löwdin partial charges, in e, on atoms 1 to 6: 0.17, -0.12, -0.17, -0.07, -0.07, -0.08